(1)
Entry from the OMol25 dataset: a cluster of 6 separate species, C39H90BrN5O in total in a non-equilibrium geometry (wB97M-V/def2-TZVPD).

The geometry in XYZ format:
```
136
Properties=species:S:1:pos:R:3:forces:R:3
C -7.083 2.583 4.670 -0.4 0.0 -0.9
C -5.931 1.578 4.385 -0.7 -0.3 -0.4
C -5.786 1.163 2.875 0.8 1.3 -0.2
N -4.557 0.275 2.540 -0.7 -0.5 -0.5
C -3.196 0.829 3.039 -2.4 -1.3 0.4
C -4.802 -1.142 3.084 -0.1 1.0 0.2
C -4.158 -2.100 2.106 1.2 -0.5 0.7
C -3.624 -1.331 0.858 -1.5 0.8 1.3
C -4.480 0.024 0.995 0.9 -1.1 1.2
H -7.003 3.442 4.004 0.0 0.1 0.0
H -7.180 2.988 5.677 0.8 -0.3 0.2
H -8.071 2.148 4.520 0.1 -0.2 -0.4
H -6.154 0.671 4.948 0.3 0.0 0.2
H -5.012 2.047 4.736 0.1 -0.2 0.0
H -5.630 2.023 2.224 0.2 0.6 0.3
H -6.647 0.729 2.367 -0.1 -0.6 0.7
H -3.293 0.928 4.120 0.0 0.2 -0.1
H -3.031 1.810 2.592 0.3 -0.4 -0.2
H -2.558 -0.038 2.869 0.7 0.7 -0.4
H -4.359 -1.155 4.080 -0.1 -0.2 0.0
H -5.870 -1.333 3.188 0.0 0.4 -0.1
H -3.341 -2.506 2.701 0.3 -0.5 -0.5
H -4.814 -2.944 1.895 0.0 0.2 -0.3
H -2.550 -1.164 0.948 0.0 0.2 0.0
H -3.801 -1.961 -0.014 -0.2 0.6 -0.3
H -4.062 0.942 0.583 -0.3 -0.2 -0.3
H -5.513 -0.183 0.714 0.1 0.3 -0.3
C 6.097 -3.878 -4.091 -1.2 0.3 -1.1
C 6.027 -2.369 -3.689 0.6 -0.6 1.2
C 4.634 -1.913 -3.112 -0.5 -0.5 -0.4
N 4.570 -0.908 -1.914 0.6 -0.6 0.0
C 4.817 -1.712 -0.643 -1.4 1.0 -0.8
C 3.230 -0.162 -1.787 -0.4 -0.3 -1.8
C 3.553 1.049 -1.067 2.5 1.9 2.3
C 4.915 1.563 -1.649 -0.4 -1.6 -0.3
C 5.661 0.191 -2.065 -2.6 1.8 -1.3
H 5.458 -3.962 -4.970 -0.5 -0.3 0.0
H 5.761 -4.619 -3.366 -0.1 0.4 0.3
H 7.010 -4.293 -4.519 0.6 0.8 0.5
H 6.362 -1.750 -4.521 -0.4 0.0 -0.1
H 6.810 -2.224 -2.944 -0.1 0.2 0.3
H 4.029 -2.760 -2.788 0.5 -0.4 0.5
H 3.973 -1.559 -3.904 0.4 0.9 -0.1
H 4.751 -1.032 0.206 1.0 0.0 -0.2
H 5.745 -2.262 -0.797 -0.3 -0.2 0.5
H 3.869 -2.242 -0.546 0.6 -1.1 0.0
H 2.342 -0.611 -1.340 0.6 -1.3 0.4
H 2.821 0.090 -2.766 0.7 -0.1 -0.6
H 3.816 0.759 -0.050 -0.4 0.1 0.5
H 2.785 1.818 -0.987 0.0 -0.1 -0.3
H 5.603 2.155 -1.046 -0.6 0.1 0.3
H 4.588 2.123 -2.525 0.8 0.0 -0.3
H 6.618 -0.035 -1.594 -0.4 -0.2 0.0
H 5.689 0.309 -3.148 1.0 -0.4 0.1
C -0.940 -4.414 -6.622 -0.7 0.0 -0.3
N 0.151 -4.429 -5.542 1.1 -1.3 -1.4
C -0.005 -5.714 -4.691 0.2 1.6 0.4
C 1.521 -4.651 -6.297 0.4 1.0 1.1
C 0.229 -3.087 -4.716 0.3 -1.8 -2.2
C -0.871 -2.831 -3.783 -1.7 -0.2 1.7
O -0.886 -3.597 -2.546 0.3 0.7 -1.2
H -1.233 -5.428 -6.894 0.5 -0.1 0.2
H -0.675 -3.911 -7.552 0.8 0.0 0.3
H -1.890 -3.941 -6.375 0.2 0.1 1.0
H 0.905 -5.833 -4.103 0.0 0.1 -0.1
H -0.106 -6.577 -5.350 -0.4 0.3 0.1
H -0.802 -5.468 -3.989 -0.2 -0.8 -0.3
H 2.322 -4.679 -5.558 -0.3 0.2 0.5
H 1.775 -3.799 -6.929 -0.6 -0.1 -0.2
H 1.692 -5.604 -6.798 -1.2 0.0 -0.3
H 0.109 -2.361 -5.521 0.6 0.3 0.1
H 1.213 -3.084 -4.248 0.0 0.1 -0.1
H -1.864 -2.918 -4.224 0.1 -0.5 -0.3
H -0.851 -1.771 -3.531 0.3 0.3 0.0
H -0.335 -3.067 -1.965 0.1 -0.4 0.3
C -0.805 6.244 1.594 -0.9 -0.4 0.1
C -1.694 5.582 0.469 0.3 1.8 0.6
C -1.123 4.341 -0.131 0.8 -1.1 0.8
C -2.069 3.723 -1.149 0.2 0.9 2.0
N -1.705 2.315 -1.649 0.0 3.8 -3.1
C -0.452 2.639 -2.603 0.9 -1.8 1.6
C -0.483 1.429 -3.487 1.0 0.4 0.1
C -1.959 1.201 -3.777 0.3 -0.1 -0.7
C -2.750 1.983 -2.671 0.0 -2.0 -0.8
C -1.458 1.277 -0.648 2.3 1.3 1.4
H 0.145 6.699 1.316 -0.1 -0.2 -0.6
H -0.587 5.548 2.404 0.0 -0.4 -0.1
H -1.355 7.034 2.106 -0.2 0.1 -0.3
H -1.889 6.345 -0.285 0.0 0.1 -0.1
H -2.671 5.286 0.850 -0.1 0.4 0.4
H -1.057 3.713 0.757 0.3 -0.7 0.0
H -0.099 4.513 -0.464 0.0 -0.1 -0.4
H -2.139 4.490 -1.921 0.0 -0.9 -0.8
H -3.042 3.746 -0.658 -0.3 -0.7 -0.2
H 0.434 2.606 -1.969 -0.1 0.1 0.3
H -0.361 3.602 -3.107 -1.4 0.1 0.2
H 0.013 0.623 -2.947 -0.4 -0.4 0.3
H 0.215 1.584 -4.310 -0.6 0.1 -0.5
H -2.108 0.122 -3.820 -0.6 0.1 0.3
H -2.146 1.550 -4.792 -0.5 0.2 0.2
H -3.501 1.344 -2.207 0.0 0.0 0.1
H -3.277 2.869 -3.026 0.5 0.0 0.0
H -1.919 1.591 0.288 -0.7 -0.6 -0.2
H -0.414 1.447 -0.386 0.4 0.2 0.2
H -1.370 0.215 -0.878 -1.3 0.3 -0.7
C -1.076 3.200 4.646 1.1 1.1 1.0
C -0.738 2.288 5.860 0.1 -0.1 -1.0
C -0.036 0.967 5.407 0.1 -1.3 0.6
C 1.011 0.993 4.228 -1.5 0.4 -0.5
N 1.810 -0.334 3.940 -0.1 1.1 1.0
C 2.579 -0.312 2.577 0.1 -1.2 1.3
C 4.066 -0.511 2.932 1.3 1.6 -1.6
C 4.268 -1.023 4.316 -3.7 -0.5 0.4
C 2.969 -0.356 4.951 1.9 0.4 0.7
C 0.769 -1.519 3.977 1.7 1.4 -0.1
H -0.156 3.581 4.204 0.3 -0.2 -0.2
H -1.506 4.133 5.010 -0.4 -0.1 0.0
H -1.681 2.843 3.812 -0.1 -0.5 0.4
H -1.638 2.173 6.463 -0.3 -1.1 -0.4
H -0.155 2.743 6.661 0.7 0.7 -0.7
H -0.783 0.205 5.181 -0.4 0.2 -0.7
H 0.383 0.442 6.266 0.6 0.5 0.4
H 1.604 1.907 4.219 1.0 -0.6 0.6
H 0.428 1.200 3.330 -0.2 -0.6 -0.4
H 2.291 -1.237 2.079 -0.5 0.3 -0.3
H 2.331 0.592 2.020 0.0 -0.2 0.1
H 4.621 -1.130 2.228 -0.5 -0.2 -0.2
H 4.582 0.445 2.847 -0.1 0.3 0.0
H 4.031 -2.087 4.287 1.0 -0.3 0.5
H 5.205 -0.679 4.752 -0.3 -0.5 0.3
H 2.702 -0.618 5.975 -0.4 -0.6 -0.4
H 3.344 0.662 5.048 -0.7 0.4 -0.1
H 0.362 -1.615 4.984 0.3 -0.1 -0.2
H 1.321 -2.391 3.628 -0.3 -0.1 0.2
H 0.001 -1.200 3.272 0.0 -0.3 0.0
Br 0.232 -1.948 0.151 0.0 0.0 0.1
```
Positions in Å, forces in eV/Å.

Results
- ⟨S²⟩ = 0.752
- 2S+1 = 2
- E_tot (Eh) = -4460.9064
- net charge = +5
- HOMO energy (spin up / spin down) (eV) = -21.3 / -21.3
- Kohn-Sham gap (spin up / spin down) (eV) = 10.5 / 5.0
- E_LUMO (spin up / spin down) (eV) = -10.761 / -16.228

---

(2)
Entry from the OMol25 dataset: a structure of composition C39H90N3O14PS2 in a non-equilibrium geometry (wB97M-V/def2-TZVPD).

The geometry in XYZ format:
```
149
Properties=species:S:1:pos:R:3:forces:R:3
C 1.976 9.613 4.585 -1.1 -0.6 -0.8
C 1.920 8.469 3.513 1.5 0.4 -1.3
O 2.781 8.490 2.640 -1.1 0.1 0.5
N 0.927 7.429 3.430 -0.4 0.7 1.4
C -0.051 7.647 2.339 0.1 0.2 -0.4
C 0.290 7.096 4.725 -0.5 -1.2 0.4
C 1.101 5.958 5.511 -1.6 0.3 -0.6
C 0.817 4.608 4.716 0.1 0.3 0.8
C 1.973 3.519 4.821 -1.4 -1.2 -0.2
C 2.146 2.831 3.430 1.1 0.0 -1.6
C 1.613 1.422 3.187 0.6 0.2 -2.6
C 0.842 0.595 4.265 0.3 0.1 0.5
C 1.831 -0.401 4.989 -0.3 -0.1 -1.0
O 2.710 0.320 5.892 1.1 -0.9 -1.0
C 4.043 0.005 5.636 2.1 1.0 0.4
O 4.960 0.794 5.831 -2.4 -1.4 -0.1
C 1.785 0.765 1.889 -0.1 -0.1 0.9
C 1.197 -0.675 1.655 -0.4 1.0 -0.2
C 2.486 1.397 0.726 -0.2 1.4 2.0
N 2.730 0.930 -0.555 0.7 3.1 2.3
S 3.555 2.226 -1.222 -0.2 0.0 0.4
N 3.635 3.406 -0.051 -2.0 -3.8 0.8
C 2.975 2.787 1.029 0.5 1.0 -0.4
C 2.812 3.528 2.341 -1.1 -2.6 -0.2
P 3.493 5.261 2.392 0.6 -0.5 0.2
S 4.332 5.782 4.070 0.1 0.1 0.1
H 0.943 9.791 4.979 1.3 -0.2 0.1
H 2.276 10.547 4.030 0.0 -1.2 0.6
H 2.726 9.317 5.361 -0.8 0.5 -0.5
H -0.832 6.832 2.332 0.9 0.9 0.2
H -0.521 8.664 2.485 0.1 -1.0 -0.5
H 0.470 7.603 1.348 -0.4 0.2 0.9
H 0.035 7.975 5.376 0.5 -0.6 -0.6
H -0.699 6.606 4.469 1.0 0.6 0.4
H 0.570 5.881 6.507 1.0 0.1 -0.8
H 2.188 6.193 5.621 -1.0 -0.2 -0.1
H -0.111 4.169 5.192 0.9 0.4 -0.6
H 0.529 4.836 3.648 0.6 -0.2 1.0
H 1.583 2.716 5.515 0.7 0.9 -0.7
H 2.926 3.881 5.278 -0.8 -0.1 -0.8
H 0.346 1.239 5.047 0.6 -0.5 -0.9
H 0.004 -0.023 3.826 1.0 0.7 0.2
H 2.490 -0.842 4.184 -0.9 0.1 0.9
H 1.257 -1.209 5.516 0.6 0.8 -0.2
H 4.334 -1.039 5.261 -1.2 1.1 0.3
H 1.354 -1.353 2.531 0.1 0.5 -0.9
H 0.074 -0.552 1.551 1.1 -0.3 0.0
H 1.563 -1.119 0.686 -0.3 0.4 1.3
H 4.519 5.293 1.388 -1.0 -0.2 0.2
H 2.462 6.121 1.928 0.3 -0.4 0.0
C -0.703 -2.086 -3.169 -0.1 -0.1 0.0
C -0.589 -1.822 -1.681 0.2 0.2 -0.3
O 0.752 -2.039 -1.242 0.1 -0.2 0.1
H -0.406 -3.111 -3.401 -0.1 0.0 0.0
H -1.726 -1.929 -3.515 0.1 0.0 -0.1
H -0.037 -1.426 -3.731 -0.1 0.0 0.0
H -1.239 -2.497 -1.122 0.2 0.0 0.1
H -0.875 -0.793 -1.445 -0.2 -0.1 0.0
H 1.321 -1.433 -1.733 -0.1 -0.1 0.1
C -4.292 0.681 -4.443 -0.1 -0.1 -0.1
C -4.173 0.947 -2.955 0.3 0.2 -0.3
O -2.835 0.735 -2.518 0.0 -0.1 0.2
H -3.992 -0.344 -4.673 -0.1 0.0 0.1
H -5.317 0.834 -4.787 0.0 0.0 0.0
H -3.630 1.341 -5.008 -0.1 0.1 0.0
H -4.819 0.271 -2.393 0.2 0.0 0.1
H -4.462 1.977 -2.719 -0.2 0.0 0.0
H -2.268 1.341 -3.010 -0.1 -0.1 0.1
C 4.229 -5.095 3.403 -0.1 -0.1 0.1
C 4.006 -3.615 3.166 0.4 -0.2 -0.1
O 4.924 -2.843 3.937 -0.1 0.2 0.1
H 4.107 -5.336 4.461 -0.1 0.0 -0.1
H 3.526 -5.695 2.822 0.1 0.0 0.0
H 5.247 -5.382 3.126 -0.1 0.0 -0.1
H 2.996 -3.329 3.464 0.1 0.1 0.1
H 4.138 -3.366 2.108 -0.2 0.0 0.0
H 5.815 -3.091 3.663 -0.1 0.1 0.1
C -1.300 -4.412 -7.096 -0.1 0.0 0.2
C -1.515 -2.926 -7.299 0.4 -0.3 -0.1
O -0.579 -2.177 -6.527 0.0 0.3 0.1
H -1.408 -4.673 -6.042 0.0 0.1 -0.1
H -2.015 -4.992 -7.678 0.1 0.0 0.0
H -0.287 -4.700 -7.394 -0.1 0.0 -0.1
H -2.519 -2.638 -6.981 0.1 0.1 0.1
H -1.397 -2.656 -8.354 -0.2 0.0 -0.1
H 0.305 -2.428 -6.818 -0.1 0.0 0.0
C -2.791 -6.597 -11.863 0.1 -0.1 0.0
C -3.329 -6.356 -10.466 0.0 0.4 -0.4
O -2.692 -5.219 -9.881 0.1 0.0 0.1
H -1.711 -6.758 -11.835 -0.1 -0.1 0.0
H -3.266 -7.468 -12.319 0.0 0.1 0.0
H -2.968 -5.726 -12.501 -0.1 -0.1 0.0
H -3.131 -7.218 -9.827 0.0 0.2 0.1
H -4.404 -6.184 -10.488 0.1 -0.2 0.0
H -2.878 -4.459 -10.445 0.0 -0.1 0.1
C 0.195 -7.957 -3.480 0.1 0.0 0.0
C -0.691 -6.726 -3.516 -0.2 -0.4 -0.1
O -1.447 -6.693 -4.722 0.0 0.1 0.0
H 0.874 -7.964 -4.335 0.0 0.1 0.1
H 0.784 -7.988 -2.561 0.0 -0.1 0.0
H -0.407 -8.868 -3.542 0.0 0.0 0.1
H -0.086 -5.819 -3.476 -0.1 0.0 -0.1
H -1.381 -6.718 -2.667 0.1 0.1 0.1
H -1.987 -7.491 -4.750 0.1 0.1 0.0
C 4.164 0.982 9.113 -0.2 0.0 -0.1
C 4.593 2.294 9.739 0.3 -0.4 0.0
O 5.148 2.072 11.032 0.0 0.1 0.2
H 3.425 0.483 9.744 0.0 0.1 0.0
H 3.738 1.148 8.123 0.0 -0.1 0.0
H 5.014 0.302 9.017 0.0 0.1 -0.1
H 3.738 2.962 9.852 0.1 0.0 0.1
H 5.342 2.795 9.117 -0.2 0.1 -0.2
H 5.910 1.489 10.926 -0.1 0.1 0.0
C -2.095 10.890 8.023 -0.1 -0.1 0.1
C -0.601 11.079 7.845 -0.3 0.2 -0.2
O -0.224 10.824 6.495 0.0 0.0 0.0
H -2.387 9.873 7.751 0.1 0.0 0.1
H -2.392 11.078 9.057 0.0 0.0 -0.1
H -2.651 11.568 7.370 0.0 0.1 0.1
H -0.050 10.387 8.482 0.1 0.0 -0.2
H -0.304 12.100 8.106 0.0 0.0 0.2
H -0.707 11.444 5.935 0.1 -0.1 0.1
C -8.136 -7.373 -8.855 -0.1 -0.1 0.1
C -6.636 -7.217 -9.011 -0.3 0.2 -0.2
O -6.242 -7.508 -10.348 0.0 -0.3 -0.1
H -8.445 -8.389 -9.109 0.1 0.0 0.1
H -8.446 -7.156 -7.831 0.0 0.0 0.0
H -8.666 -6.699 -9.533 0.1 0.1 0.1
H -6.109 -7.906 -8.350 0.1 0.0 -0.2
H -6.324 -6.196 -8.768 0.0 0.0 0.2
H -6.703 -6.889 -10.927 0.1 0.0 0.1
C 8.316 -1.508 7.445 0.0 -0.1 -0.1
C 7.766 -1.234 8.831 0.1 0.3 -0.3
O 8.384 -0.077 9.386 0.0 0.0 0.3
H 9.397 -1.657 7.486 -0.1 -0.1 0.1
H 7.854 -2.397 7.010 0.0 0.0 0.0
H 8.135 -0.657 6.783 -0.1 -0.1 0.0
H 7.966 -2.075 9.496 0.1 0.2 0.1
H 6.684 -1.073 8.797 0.0 -0.2 -0.1
H 8.195 0.665 8.798 0.1 -0.1 0.1
C -10.192 -3.510 -11.321 -0.1 0.0 0.1
C -8.688 -3.329 -11.368 -0.2 -0.2 -0.2
O -8.030 -4.582 -11.197 0.2 -0.2 0.1
H -10.494 -3.952 -10.369 0.0 0.1 0.0
H -10.705 -2.554 -11.444 0.0 -0.1 0.0
H -10.525 -4.191 -12.109 0.0 0.1 -0.1
H -8.357 -2.666 -10.568 0.1 -0.2 0.0
H -8.378 -2.896 -12.325 0.0 0.2 0.1
H -8.318 -5.161 -11.913 0.0 0.1 0.1
```
Positions in Å, forces in eV/Å.

Results
- E_tot (Eh) = -3895.1024
- HOMO energy (eV) = -8.0
- Kohn-Sham gap (eV) = 7.0
- E_LUMO (eV) = -0.924